Arrangement one

2 unconnected molecules or ions with the total composition C3H10N2O. Source: the OMol25 dataset; level of theory: ωB97M-V/def2-TZVPD.

Cartesian coordinates (Å):
C 1.377 -2.651 1.174
C 1.829 -1.255 0.756
N 0.750 -0.305 0.477
H 0.847 -2.622 2.124
H 2.254 -3.301 1.235
H 0.781 -3.111 0.381
H 2.463 -1.375 -0.131
H 2.499 -0.843 1.503
H 0.637 0.335 1.269
H -0.179 -0.725 0.536
C -1.399 1.946 -0.782
N -0.653 1.237 -1.752
O -2.288 1.503 -0.106
H -1.054 2.984 -0.688
H 0.152 0.699 -1.477
H -1.340 0.626 -2.201

E_HOMO   -9.64 eV
LUMO   0.0345 hartree
Frontier orbital gap   10.5801 eV


Arrangement two

2 unconnected molecules or ions with the total composition C3H10N2O. Source: the OMol25 dataset; level of theory: ωB97M-V/def2-TZVPD.

Cartesian coordinates (Å):
C -1.570 0.193 -0.349
C -0.483 0.755 0.462
C 0.806 0.244 0.383
N 1.456 0.225 -0.901
N -0.821 1.199 1.786
H -1.217 -0.386 -1.206
H -2.179 -0.519 0.217
H -2.307 0.882 -0.765
H 0.833 -0.859 0.627
H 1.531 0.665 1.093
H 0.867 0.764 -1.519
H -1.568 0.605 2.143
H -1.245 2.121 1.652
H 1.769 -2.958 -1.485
H 1.908 -0.724 -1.035
O 2.220 -2.205 -1.104

E_HOMO   -7.34 eV
LUMO   -0.0976 hartree
Frontier orbital gap   4.6869 eV


Arrangement three

2 unconnected molecules or ions with the total composition C3H10N2O. Source: the OMol25 dataset; level of theory: ωB97M-V/def2-TZVPD.

Cartesian coordinates (Å):
O -2.001 -0.547 -0.568
C -2.005 0.412 0.206
C -1.918 1.894 -0.191
H -2.217 0.237 1.345
H -1.474 2.470 0.615
H -1.317 2.093 -1.057
H -3.034 2.238 -0.154
N 2.715 -0.980 -0.549
C 1.363 -0.511 -0.273
N 0.690 -0.726 1.069
H 2.929 -1.300 -1.493
H 2.610 -1.897 -0.138
H 0.778 -1.052 -0.933
H 1.230 0.554 -0.533
H 1.402 -1.195 1.723
H 0.248 -1.690 0.931

E_HOMO   -9.49 eV
LUMO   0.0373 hartree
Frontier orbital gap   10.4995 eV


Arrangement four

2 unconnected molecules or ions with the total composition C3H10N2O. Source: the OMol25 dataset; level of theory: ωB97M-V/def2-TZVPD.

Cartesian coordinates (Å):
C 0.147 -1.133 -1.404
C 0.756 -2.033 -2.223
N -0.206 -1.424 0.010
H -0.410 -0.280 -1.765
H 0.450 -1.888 -3.327
H 1.437 -2.748 -1.821
H 0.106 -0.045 1.445
H -1.044 -1.897 -0.035
H 0.461 -2.124 0.475
N -0.368 2.194 0.353
C -0.367 1.947 1.782
O 0.219 0.690 2.162
H 0.443 2.680 0.034
H -0.528 1.392 -0.205
H 0.185 2.761 2.315
H -1.281 1.907 2.204

E_HOMO   -9.20 eV
LUMO   0.0276 hartree
Frontier orbital gap   9.9553 eV


Short version: arrangement one is the most stable of them.


Arrangement one

2 unconnected molecules or ions with the total composition C3H10N2O. Source: the OMol25 dataset; level of theory: ωB97M-V/def2-TZVPD.

Cartesian coordinates (Å):
C -0.798 1.089 -2.030
C -0.745 0.930 -0.525
N -0.164 0.164 2.108
C 0.798 0.304 1.126
N 0.587 0.496 -0.105
H -0.123 1.878 -2.355
H -0.473 0.158 -2.493
H -1.841 1.282 -2.278
H -1.052 1.817 0.036
H -1.487 0.175 -0.203
H -1.103 0.019 1.791
H 0.049 -0.429 2.888
H 1.781 0.240 1.585
H 0.629 -1.548 -0.784
H 1.104 -3.061 -0.634
O 0.465 -2.408 -0.361

E_HOMO   -8.99 eV
LUMO   0.0365 hartree
Frontier orbital gap   9.9839 eV


Arrangement two

2 unconnected molecules or ions with the total composition C3H10N2O. Source: the OMol25 dataset; level of theory: ωB97M-V/def2-TZVPD.

Cartesian coordinates (Å):
C -3.906 -0.264 -1.077
C 2.137 -0.113 1.264
C 0.642 -0.061 0.921
N -2.578 -0.684 -0.631
N 2.960 0.674 0.484
O -2.197 -0.240 0.463
H -4.124 -0.424 -2.119
H -4.537 -1.131 -0.540
H -4.321 0.643 -0.692
H 0.344 0.998 1.042
H 2.413 -1.222 1.082
H 2.293 0.150 2.316
H 0.672 -0.361 -0.205
H -0.163 -0.624 1.383
H 2.852 0.648 -0.475
H 3.921 0.542 0.778

E_HOMO   -8.54 eV
LUMO   -0.0093 hartree
Frontier orbital gap   8.2840 eV


Arrangement three

2 unconnected molecules or ions with the total composition C3H10N2O. Source: the OMol25 dataset; level of theory: ωB97M-V/def2-TZVPD.

Cartesian coordinates (Å):
C -1.585 2.770 -0.431
C -0.828 2.086 0.410
O -1.349 1.139 1.251
H -1.207 3.630 -0.956
H -2.621 2.580 -0.668
H 0.200 2.389 0.499
H -2.296 1.102 1.058
N 0.221 -1.012 -0.494
C 1.109 -1.884 0.311
N 2.169 -2.505 -0.484
H -0.587 -0.879 0.096
H 0.677 -0.112 -0.492
H 1.534 -1.351 1.168
H 0.465 -2.584 0.845
H 1.875 -3.419 -0.785
H 2.222 -1.952 -1.329

E_HOMO   -9.41 eV
LUMO   0.0299 hartree
Frontier orbital gap   10.2273 eV


Short version: arrangement one is the most stable of them.


Arrangement one

2 unconnected molecules or ions with the total composition C3H10N2O. Source: the OMol25 dataset; level of theory: ωB97M-V/def2-TZVPD.

Cartesian coordinates (Å):
C 1.749 0.180 1.356
C 0.077 1.826 1.171
N 0.447 0.678 0.842
H 1.612 -0.798 1.920
H 2.254 -0.190 0.461
H 2.392 1.016 1.751
H 0.451 2.379 2.029
H -0.754 2.449 0.792
H -0.064 0.248 -0.861
N -1.686 -1.451 -0.663
C -0.931 -1.069 -1.854
O -0.031 0.078 -1.837
H -2.401 -0.792 -0.371
H -1.064 -1.678 0.109
H -1.619 -0.854 -2.672
H -0.431 -2.023 -2.176

E_HOMO   -9.45 eV
LUMO   0.0314 hartree
Frontier orbital gap   10.3033 eV


Arrangement two

2 unconnected molecules or ions with the total composition C3H10N2O. Source: the OMol25 dataset; level of theory: ωB97M-V/def2-TZVPD.

Cartesian coordinates (Å):
C -0.283 -1.775 0.469
C 1.105 -1.105 0.486
N 0.145 1.440 1.180
C 0.715 1.149 -0.023
N 1.168 0.036 -0.413
H -0.479 -2.402 -0.401
H -1.059 -1.012 0.411
H -0.407 -2.380 1.368
H 1.796 -1.838 0.070
H 1.394 -0.841 1.507
H -0.323 0.795 1.792
H -0.214 2.366 1.318
H 0.825 1.964 -0.712
H -1.151 0.600 -1.726
H -2.327 -0.375 -1.833
O -2.115 0.541 -1.714

E_HOMO   -9.18 eV
LUMO   0.0331 hartree
Frontier orbital gap   10.0793 eV


Arrangement three

2 unconnected molecules or ions with the total composition C3H10N2O. Source: the OMol25 dataset; level of theory: ωB97M-V/def2-TZVPD.

Cartesian coordinates (Å):
C -1.533 0.383 2.241
C -1.719 0.037 0.907
N -2.163 -0.239 3.287
H -0.652 0.945 2.581
H -1.328 0.629 0.056
H -1.996 -0.896 0.525
H 3.120 1.127 -3.189
H -2.630 -1.087 2.972
H -2.652 0.422 3.865
N 2.018 -0.645 -1.158
C 1.633 0.187 -2.257
O 2.674 0.243 -3.209
H 1.725 -1.628 -1.484
H 1.488 -0.401 -0.304
H 1.287 1.173 -2.075
H 0.729 -0.249 -2.759

E_HOMO   -8.44 eV
LUMO   0.0314 hartree
Frontier orbital gap   9.2972 eV


Short version: arrangement two is the most stable of them.


Arrangement one

A single CCl2O3S2 molecule. Source: the OMol25 dataset; level of theory: ωB97M-V/def2-TZVPD.

Cartesian coordinates (Å):
C 0.767 0.753 0.089
O 0.454 1.591 0.852
O -0.794 -1.097 1.146
O 0.609 -1.825 -0.614
S -1.740 -0.182 -1.514
S -0.234 -0.806 -0.141
Cl 2.015 0.753 -1.042
Cl -2.656 0.893 -0.136

⟨S²⟩   2.007
Spin multiplicity   3
E_HOMO (alpha / beta)   -7.22 / -10.76 eV
LUMO (alpha / beta)   -0.0383 / -0.1495 hartree
Frontier orbital gap (alpha / beta)   6.1740 / 6.6940 eV


Arrangement two

2 unconnected molecules or ions with the total composition CCl2O3S2. Source: the OMol25 dataset; level of theory: ωB97M-V/def2-TZVPD.

Cartesian coordinates (Å):
C -2.476 0.071 -0.004
O -2.933 -0.141 -1.040
O -2.173 0.198 1.155
O 0.448 -0.838 -0.425
S 2.905 -0.013 0.719
S 0.695 0.038 0.615
Cl 0.255 1.977 -0.204
Cl 3.279 -1.291 -0.813

⟨S²⟩   2.009
Spin multiplicity   3
E_HOMO (alpha / beta)   -7.04 / -10.47 eV
LUMO (alpha / beta)   -0.0371 / -0.1284 hartree
Frontier orbital gap (alpha / beta)   6.0321 / 6.9814 eV


Short version: arrangement two is the most stable of them.


Arrangement one

A molecular structure, C5H6N2O2. Source: the OMol25 dataset; level of theory: ωB97M-V/def2-TZVPD.

Cartesian coordinates (Å):
O -1.247 -0.986 1.447
C -0.004 -0.616 1.026
C 1.193 -1.163 1.426
N 2.172 -0.605 0.637
C 1.637 0.273 -0.241
C 0.278 0.377 0.030
C -0.674 1.260 -0.647
N -1.878 0.881 -1.018
H -1.598 -0.349 2.078
H 1.418 -1.885 2.204
H 3.158 -0.812 0.714
H 2.211 0.663 -1.076
O -0.208 1.939 -1.681
H -2.243 0.120 -0.452
H -1.268 1.738 -2.246

E_HOMO   -8.66 eV
LUMO   0.0211 hartree
Frontier orbital gap   9.2361 eV


Arrangement two

A single C5H6N2O2 molecule. Source: the OMol25 dataset; level of theory: ωB97M-V/def2-TZVPD.

Cartesian coordinates (Å):
C 1.337 -0.548 0.644
C -1.916 -0.512 -0.827
C 2.401 0.470 -1.088
C -1.154 -1.009 0.430
C 0.087 -0.114 0.646
N 2.357 -0.279 0.032
N -0.280 1.173 1.127
O -3.014 -0.093 -0.652
O 2.329 1.647 -1.190
H -1.298 -0.432 -1.800
H 2.565 0.036 -2.068
H -0.973 -2.110 0.159
H -1.763 -0.958 1.338
H 0.510 1.685 1.529
H -1.188 1.045 1.719

E_HOMO   -8.54 eV
LUMO   0.0018 hartree
Frontier orbital gap   8.5857 eV


Arrangement three

2 unconnected molecules or ions with the total composition C5H6N2O2. Source: the OMol25 dataset; level of theory: ωB97M-V/def2-TZVPD.

Cartesian coordinates (Å):
C -1.942 -1.524 -0.527
C -1.379 -0.278 -0.298
C 1.000 -0.334 0.185
C 1.309 -1.283 0.960
C 1.678 0.511 -0.780
N -2.258 -2.624 -0.767
N -1.815 0.857 0.038
O -2.980 1.205 0.108
O -0.893 1.913 0.314
H -1.332 2.419 1.030
H 0.729 -1.853 1.654
H 2.431 -1.244 1.123
H 1.069 1.497 -0.888
H 2.642 0.810 -0.408
H 1.740 -0.073 -1.745

E_HOMO (alpha / beta)   -9.26 / -9.26 eV
LUMO (alpha / beta)   -0.0343 / -0.0343 hartree
Frontier orbital gap (alpha / beta)   8.3275 / 8.3299 eV


Arrangement four

A single C5H6N2O2 molecule. Source: the OMol25 dataset; level of theory: ωB97M-V/def2-TZVPD.

Cartesian coordinates (Å):
O -1.222 -2.364 1.781
C -0.081 -1.649 1.832
C 0.172 -0.518 1.058
N 1.476 -0.136 1.342
C 2.004 -0.952 2.281
C 1.074 -1.924 2.606
C -0.655 0.198 0.117
N -1.695 0.894 0.215
H -1.195 -3.082 2.420
H 1.933 0.697 0.994
H 3.000 -0.777 2.677
H 1.191 -2.718 3.340
H -2.045 0.805 -0.917
O -0.720 -0.223 -1.414
H -0.424 -1.138 -1.467

E_HOMO   -8.54 eV
LUMO   0.0237 hartree
Frontier orbital gap   9.1905 eV


Short version: arrangement four is the most stable of them.